# 1
Below is C16H10BrEuF5 as an isolated structure, with properties calculated with wB97M-V/def2-TZVPD.

The geometry in XYZ format:
```
33
Properties=species:S:1:pos:R:3
C 0.779 1.475 -1.832
C 1.702 1.880 -0.819
C 2.631 0.811 -0.611
H 1.704 2.831 -0.285
C 2.266 -0.258 -1.495
C 1.131 0.161 -2.251
H 0.649 -0.404 -3.053
H -0.033 2.082 -2.240
H 3.464 0.840 0.093
H 2.790 -1.206 -1.620
Eu 0.455 -0.113 0.710
Br 0.659 1.554 2.806
C -2.588 -0.795 0.782
C -2.395 -1.164 -0.582
C -2.207 0.029 -1.344
H -2.442 -2.170 -0.986
C -2.291 1.140 -0.455
C -2.527 0.631 0.863
H -2.639 1.229 1.767
H -2.793 -1.465 1.609
H -2.043 0.089 -2.422
H -2.216 2.193 -0.730
F 3.538 -1.870 0.894
C 2.714 -2.570 1.740
C 1.369 -2.280 1.812
C 0.561 -3.075 2.582
F -0.797 -2.878 2.586
C 1.092 -4.104 3.377
F 0.285 -4.813 4.191
C 2.467 -4.356 3.365
F 3.012 -5.281 4.183
C 3.282 -3.595 2.518
F 4.612 -3.797 2.481
```

HOMO level (alpha / beta)   -0.33 / -0.97 eV
Total charge   -2
E_tot   -4399.40145 Ha
Largest force on an atom   2.55 eV Å⁻¹
Multiplicity   8
⟨S²⟩   15.76
LUMO energy (alpha / beta)   5.03 / 5.03 eV
Relative energy (zero: lowest compared OMol25 entry of this formula, charge and spin)   0.0 kJ/mol

The natural (NBO) scheme yields these atomic charges, measured in e: atom 1 (C): -0.333, atom 2 (C): -0.367, atom 3 (C): -0.404, atom 4 (H): 0.216, atom 5 (C): -0.372, atom 6 (C): -0.347, atom 7 (H): 0.198, atom 8 (H): 0.203, atom 9 (H): 0.218, atom 10 (H): 0.208, atom 11 (Eu): 1.164, atom 12 (Br): -0.716, atom 13 (C): -0.384, atom 14 (C): -0.370, atom 15 (C): -0.346, atom 16 (H): 0.189, atom 17 (C): -0.361, atom 18 (C): -0.371, atom 19 (H): 0.209, atom 20 (H): 0.205, atom 21 (H): 0.189, atom 22 (H): 0.194, atom 23 (F): -0.337, atom 24 (C): 0.304, atom 25 (C): -0.482, atom 26 (C): 0.289, atom 27 (F): -0.335, atom 28 (C): 0.278, atom 29 (F): -0.337, atom 30 (C): 0.215, atom 31 (F): -0.324, atom 32 (C): 0.236, atom 33 (F): -0.328

***

# 2
Below is C29H40AsClN2O2SbSe4Tc as an isolated structure, with properties calculated with wB97M-V/def2-TZVPD.

The geometry in XYZ format:
```
81
Properties=species:S:1:pos:R:3
Tc 0.088 0.365 -0.035
C -0.346 -1.160 2.730
N 0.184 0.166 2.353
C -0.551 1.173 3.155
C 1.616 0.231 2.740
C 2.500 0.000 1.560
C 3.737 -0.623 1.696
C 4.581 -0.738 0.602
C 4.201 -0.220 -0.633
C 2.972 0.403 -0.780
C 2.103 0.480 0.309
H -0.261 -1.310 3.811
H 0.210 -1.952 2.231
H -1.396 -1.235 2.455
H -0.291 1.067 4.211
H -1.624 1.027 3.051
H -0.305 2.178 2.815
H 1.831 -0.480 3.540
H 1.825 1.224 3.143
H 4.035 -0.998 2.668
H 5.545 -1.216 0.714
H 4.866 -0.295 -1.482
H 2.684 0.821 -1.734
Se -5.027 -1.152 0.936
Sb -3.863 0.156 -0.654
Se -1.876 1.418 0.332
Se -1.332 -1.727 -0.387
Se -4.686 1.622 -2.339
Cl -0.562 -1.886 -4.887
C 0.120 -0.316 -4.392
C -0.409 0.016 -3.012
O -1.597 0.321 -2.890
O 0.470 0.067 -2.064
H -0.244 0.422 -5.101
H 1.202 -0.383 -4.410
C -2.063 4.710 -3.619
N -1.927 3.863 -2.407
C -2.263 4.645 -1.191
C -0.605 3.108 -2.371
C 0.350 3.465 -1.261
C 0.939 4.733 -1.336
C 1.796 5.206 -0.363
C 2.050 4.401 0.735
C 1.497 3.131 0.802
C 0.682 2.605 -0.203
H -3.064 5.134 -3.652
H -1.909 4.111 -4.513
H -1.333 5.517 -3.590
H -2.659 3.131 -2.481
H -1.575 5.478 -1.078
H -2.206 4.011 -0.311
H -3.277 5.025 -1.292
H -0.116 3.271 -3.331
H -0.875 2.067 -2.298
H 0.714 5.362 -2.191
H 2.247 6.185 -0.454
H 2.696 4.745 1.532
H 1.726 2.544 1.680
C -0.891 -4.706 0.775
As 0.005 -3.532 -0.456
C -0.056 -4.440 -2.134
C 1.885 -3.263 -0.033
C 2.505 -4.634 0.076
C 2.437 -5.347 1.272
C 2.997 -6.611 1.368
C 3.628 -7.177 0.268
C 3.704 -6.473 -0.924
C 3.142 -5.208 -1.020
H -0.310 -5.621 0.889
H -1.860 -4.950 0.340
H -1.048 -4.247 1.748
H 0.362 -5.432 -1.951
H 0.536 -3.931 -2.888
H -1.078 -4.540 -2.489
H 2.011 -2.689 0.883
H 2.322 -2.695 -0.855
H 1.961 -4.905 2.141
H 2.945 -7.150 2.304
H 4.063 -8.164 0.347
H 4.207 -6.899 -1.781
H 3.217 -4.657 -1.952
```

HOMO level (alpha / beta)   -13.18 / -13.18 eV
Total charge   +2
E_tot   -14011.19772 Ha
Largest force on an atom   1.76 eV Å⁻¹
LUMO energy (alpha / beta)   -7.74 / -7.73 eV
Relative energy (zero: lowest compared OMol25 entry of this formula, charge and spin)   3.6 kJ/mol

The Mulliken scheme yields these atomic charges, measured in e: atom 1 (Tc): -0.188, atom 2 (C): -1.229, atom 3 (N): 1.362, atom 4 (C): -1.541, atom 5 (C): -1.940, atom 6 (C): 0.958, atom 7 (C): -0.866, atom 8 (C): -0.724, atom 9 (C): -0.914, atom 10 (C): -0.680, atom 11 (C): 0.878, atom 12 (H): 0.419, atom 13 (H): 0.170, atom 14 (H): 0.245, atom 15 (H): 0.443, atom 16 (H): 0.421, atom 17 (H): 0.369, atom 18 (H): 0.549, atom 19 (H): 0.659, atom 20 (H): 0.548, atom 21 (H): 0.486, atom 22 (H): 0.513, atom 23 (H): 0.592, atom 24 (Se): -0.346, atom 25 (Sb): 0.856, atom 26 (Se): -0.391, atom 27 (Se): -0.670, atom 28 (Se): -0.385, atom 29 (Cl): -0.167, atom 30 (C): -0.549, atom 31 (C): -0.221, atom 32 (O): -0.213, atom 33 (O): 0.083, atom 34 (H): 0.363, atom 35 (H): 0.327, atom 36 (C): -0.887, atom 37 (N): 0.908, atom 38 (C): -0.588, atom 39 (C): -0.747, atom 40 (C): 1.655, atom 41 (C): -0.456, atom 42 (C): -1.004, atom 43 (C): -1.023, atom 44 (C): -0.054, atom 45 (C): 0.847, atom 46 (H): 0.369, atom 47 (H): 0.380, atom 48 (H): 0.351, atom 49 (H): -0.356, atom 50 (H): 0.428, atom 51 (H): 0.153, atom 52 (H): 0.336, atom 53 (H): 0.653, atom 54 (H): -0.452, atom 55 (H): 0.449, atom 56 (H): 0.440, atom 57 (H): 0.495, atom 58 (H): 0.183, atom 59 (C): -1.279, atom 60 (As): 0.657, atom 61 (C): -1.114, atom 62 (C): 0.116, atom 63 (C): -0.215, atom 64 (C): -0.076, atom 65 (C): -0.819, atom 66 (C): -0.501, atom 67 (C): -0.746, atom 68 (C): -0.328, atom 69 (H): 0.517, atom 70 (H): 0.462, atom 71 (H): 0.325, atom 72 (H): 0.499, atom 73 (H): 0.316, atom 74 (H): 0.433, atom 75 (H): -0.059, atom 76 (H): 0.359, atom 77 (H): 0.452, atom 78 (H): 0.434, atom 79 (H): 0.426, atom 80 (H): 0.433, atom 81 (H): 0.408

***

# 3
Below is a 3-piece molecular cluster, C5H17NO2 overall, with properties calculated with wB97M-V/def2-TZVPD.

The geometry in XYZ format:
```
25
Properties=species:S:1:pos:R:3
C -1.087 -0.508 2.675
C 0.057 -0.784 1.604
C -0.032 -0.097 0.174
N 0.079 1.343 0.384
C 1.111 2.034 -0.472
C -1.239 2.043 0.390
H -0.517 -0.059 3.561
H -1.995 0.138 2.425
H -1.719 -1.439 2.860
H -0.037 -1.866 1.461
H 0.937 -0.702 2.210
H -1.013 -0.411 -0.147
H 0.853 -0.354 -0.282
H 2.094 1.717 -0.197
H 1.168 3.137 -0.273
H 1.068 2.007 -1.583
H -1.194 3.042 0.842
H -1.608 2.084 -0.620
H -1.978 1.359 0.860
O 0.820 -2.838 -1.493
H 1.629 -3.327 -1.605
H 0.967 -2.529 -0.591
O 0.078 -0.556 -2.676
H 0.196 0.099 -2.140
H 0.565 -1.275 -2.347
```

HOMO level   -8.34 eV
Total charge   0
E_tot   -405.83347 Ha
Largest force on an atom   7.87 eV Å⁻¹
LUMO energy   0.53 eV
Relative energy (zero: lowest compared OMol25 entry of this formula, charge and spin)   286.1 kJ/mol
Structure (SMILES)   CCCN(C)C.O.O

The natural (NBO) scheme yields these atomic charges, measured in e: atom 1 (C): -0.638, atom 2 (C): -0.401, atom 3 (C): -0.238, atom 4 (N): -0.457, atom 5 (C): -0.436, atom 6 (C): -0.412, atom 7 (H): 0.220, atom 8 (H): 0.208, atom 9 (H): 0.213, atom 10 (H): 0.178, atom 11 (H): 0.204, atom 12 (H): 0.207, atom 13 (H): 0.190, atom 14 (H): 0.198, atom 15 (H): 0.208, atom 16 (H): 0.172, atom 17 (H): 0.206, atom 18 (H): 0.170, atom 19 (H): 0.200, atom 20 (O): -0.925, atom 21 (H): 0.474, atom 22 (H): 0.472, atom 23 (O): -0.931, atom 24 (H): 0.439, atom 25 (H): 0.478